(1)
An isolated molecule of C3H5Br at a distorted geometry. Source: the Open Molecules 2025 dataset; level of theory: ωB97M-V/def2-TZVPD.

Output
Energy above the lowest of the compared OMol25 structures with the same formula, charge and spin   0.6099 eV
Total energy   -73233.0179 eV
Frontier orbital gap   9.80 eV
Charge   0

Atoms and positions in Å:
C1 0.058 1.429 -0.036
C2 -0.462 0.097 -0.023
C3 0.434 -1.120 0.052
Br1 -2.294 -0.074 0.000
H1 -0.463 2.259 0.259
H2 1.114 1.548 -0.266
H3 -0.060 -1.767 0.792
H4 0.273 -1.608 -1.044
H5 1.399 -0.763 0.267

Force components x, y, z for each atom (eV/Å):
0.1757 -6.1203 -0.3947
2.9825 5.0849 0.3762
-3.5879 -0.5391 -3.3176
-1.0157 -0.4594 0.2181
-1.6029 1.8275 0.0581
-0.0100 -0.0905 0.3885
0.7865 -0.1038 -0.1724
0.9629 0.6004 2.6344
1.3088 -0.1996 0.2094



(2)
A structure of composition C24H50IInN3O12P2S at a distorted geometry. Source: the Open Molecules 2025 dataset; level of theory: ωB97M-V/def2-TZVPD.

Output
Total energy   -97428.7385 eV
Frontier orbital gap   7.19 eV
Charge   -1

Atoms and positions in Å:
O1 7.090 2.503 -0.956
C1 6.847 1.455 -0.379
C2 7.469 0.162 -0.682
In1 6.807 -0.501 -2.720
I1 4.573 -2.228 -2.370
C3 6.036 1.225 -3.871
C4 4.546 1.339 -3.587
C5 3.849 2.598 -4.136
C6 2.344 2.302 -4.341
C7 1.660 2.159 -2.980
C8 0.421 1.250 -2.927
C9 0.570 -0.055 -3.707
S1 -0.754 -1.236 -3.291
C10 0.171 -2.664 -2.905
N1 0.463 -3.677 -3.633
N2 1.248 -4.496 -2.833
C11 1.369 -3.907 -1.707
O2 0.704 -2.738 -1.658
C12 8.322 -1.716 -3.793
O3 9.033 -0.964 -4.803
N3 9.940 -1.872 -5.418
O4 9.611 -2.125 -6.510
H1 6.113 1.466 0.457
H2 7.171 -0.600 0.038
H3 8.555 0.252 -0.725
H4 6.260 1.074 -4.929
H5 6.606 2.089 -3.526
H6 4.007 0.458 -3.941
H7 4.422 1.365 -2.499
H8 4.300 2.908 -5.082
H9 3.923 3.443 -3.444
H10 2.305 1.397 -4.949
H11 1.915 3.119 -4.928
H12 2.346 1.854 -2.192
H13 1.315 3.160 -2.700
H14 -0.499 1.759 -3.228
H15 0.277 0.967 -1.881
H16 0.605 0.095 -4.784
H17 1.530 -0.510 -3.448
H18 1.947 -4.274 -0.878
H19 9.035 -2.153 -3.082
H20 7.806 -2.561 -4.262
O5 -6.104 -3.365 0.041
P1 -5.383 -2.322 0.788
O6 -4.186 -2.989 1.630
C13 -3.256 -3.840 0.952
C14 -2.291 -3.037 0.103
O7 -6.363 -1.916 2.010
C15 -7.702 -2.400 2.085
C16 -7.785 -3.641 2.949
O8 -4.824 -0.813 0.683
C17 -4.524 -0.209 -0.600
C18 -5.564 -0.511 -1.658
H21 -3.786 -4.576 0.343
H22 -2.715 -4.385 1.724
H23 -2.808 -2.598 -0.756
H24 -1.493 -3.671 -0.280
H25 -1.850 -2.222 0.678
H26 -8.106 -2.586 1.091
H27 -8.296 -1.600 2.530
H28 -7.080 -4.401 2.610
H29 -8.791 -4.062 2.928
H30 -7.529 -3.403 3.982
H31 -3.532 -0.525 -0.929
H32 -4.475 0.866 -0.425
H33 -5.562 -1.572 -1.924
H34 -5.359 0.058 -2.564
H35 -6.564 -0.261 -1.299
O9 -0.243 2.036 3.401
P2 -1.309 2.424 4.340
O10 -2.637 2.799 3.515
C19 -3.139 1.874 2.546
C20 -3.830 0.689 3.187
O11 -0.897 3.894 4.870
C21 0.375 4.464 4.564
C22 0.292 5.357 3.344
O12 -1.969 2.044 5.760
C23 -1.853 0.722 6.324
C24 -0.470 0.123 6.167
H36 -2.330 1.541 1.890
H37 -3.848 2.432 1.934
H38 -3.104 0.043 3.691
H39 -4.340 0.087 2.432
H40 -4.555 1.022 3.931
H41 1.129 3.690 4.433
H42 0.667 5.055 5.435
H43 -0.145 4.825 2.499
H44 1.282 5.715 3.058
H45 -0.346 6.219 3.546
H46 -2.610 0.070 5.882
H47 -2.095 0.822 7.382
H48 -0.244 -0.079 5.117
H49 -0.399 -0.819 6.710
H50 0.291 0.808 6.543

Force components x, y, z for each atom (eV/Å):
-0.0275 -0.1163 0.2466
0.3336 0.1182 -0.1805
-0.2820 -0.1212 0.2982
0.1679 0.6155 -0.5616
0.0935 -0.0058 0.0697
0.1861 -0.7130 0.1792
0.2478 0.9150 0.2653
-0.5930 -0.3195 -0.2120
0.9977 0.3083 0.0650
-0.8869 0.3545 -0.3664
-0.0629 -0.3613 0.2990
0.7165 0.1044 0.1676
-0.2943 -0.1011 -0.2110
-0.1119 0.7596 0.0353
-0.0132 -0.1628 -0.0035
0.0288 -0.5922 -0.4411
0.0664 -0.0709 -0.1114
0.2446 -0.0689 0.3983
0.0226 -0.4184 0.5787
-0.2359 0.0180 -0.1734
-0.2096 -0.2007 0.1999
0.2064 0.2111 -0.1657
-0.1701 -0.0771 -0.1728
0.1050 0.0232 0.0524
-0.0129 0.0040 -0.2222
-0.1275 0.0372 -0.0412
-0.1464 0.0858 0.0694
0.0908 -0.0652 -0.0225
-0.1072 -0.2310 -0.0040
0.0282 -0.0535 -0.0091
0.2946 -0.0172 0.0090
-0.2251 -0.0350 0.0403
-0.2990 -0.1101 0.0543
0.1879 -0.1934 -0.2208
0.1310 -0.0099 0.1800
0.1040 0.1137 -0.1503
-0.1261 0.0673 -0.0057
-0.2916 -0.0197 -0.0071
-0.0924 -0.1267 0.0890
-0.0582 0.2874 0.1941
0.0855 0.0929 -0.0365
-0.0179 0.0812 -0.1228
0.7617 1.0372 -2.0759
-0.9513 -0.6461 5.0411
-0.0452 0.1174 -0.5671
0.3763 -0.1790 -0.1103
-0.1278 0.0717 -0.0829
0.1470 0.2475 -0.2222
-0.2124 -0.1795 0.1571
0.1288 -0.0563 0.1295
-0.3226 -0.8485 -2.6356
0.2244 0.3057 -0.2903
-0.0809 -0.2525 0.0636
-0.1171 0.0648 0.0380
-0.0866 0.0958 0.1169
0.0629 -0.0449 -0.0337
-0.0055 -0.0046 -0.0114
0.0504 -0.0450 0.0282
0.1390 -0.0731 -0.0517
0.1033 0.0669 0.0071
-0.0590 0.0012 -0.1451
-0.0065 0.0220 -0.0039
-0.0308 0.0214 0.0014
-0.0022 -0.0343 0.0697
-0.0198 -0.0421 0.2150
-0.0039 0.0614 -0.0098
0.0400 0.0549 0.0319
0.0114 0.0712 -0.0318
-0.0957 -2.3025 0.9320
-0.8043 5.0307 -0.5052
0.1491 -0.5151 0.1620
-0.2310 -0.2193 -0.2504
0.0800 -0.0431 0.1437
-0.1005 -0.2620 0.2158
0.1727 0.2303 -0.1634
-0.1651 0.0838 -0.0661
1.0642 -1.9570 -0.6227
-0.0819 -0.3371 0.2395
0.0574 0.0666 -0.2344
0.0686 0.0671 0.0651
0.0323 0.1230 0.0892
-0.0120 -0.0120 -0.0433
0.1313 0.1755 0.2897
-0.0195 0.0318 -0.0332
-0.1014 -0.0930 -0.0914
-0.1113 -0.0347 0.0541
0.1128 -0.1163 0.0059
0.0055 -0.0089 0.0181
0.0245 0.0114 0.0261
-0.0064 0.0591 -0.0440
-0.0455 0.1955 -0.0380
0.0072 0.0048 0.0559
-0.0448 0.0166 0.0534
-0.0070 -0.0348 0.0638



(3)
A cluster of 3 separate species, C17H40IO6P in total at a distorted geometry. Source: the Open Molecules 2025 dataset; level of theory: ωB97M-V/def2-TZVPD.

Output
Total energy   -47947.1004 eV
Frontier orbital gap   8.96 eV
Charge   0

Atoms and positions in Å:
C1 6.277 0.191 2.343
C2 5.387 1.408 1.757
C3 3.895 0.881 1.443
C4 3.073 1.820 0.440
P1 1.979 3.116 1.273
I1 3.902 4.732 1.577
C5 0.358 2.121 1.012
C6 -0.040 1.215 2.292
C7 -0.779 -0.155 1.857
O1 -0.088 -0.870 0.804
C8 1.138 -1.422 1.244
C9 2.063 -2.121 0.111
O2 1.536 -1.445 2.421
H1 6.896 0.509 3.243
H2 5.531 -0.618 2.657
H3 6.940 -0.271 1.530
H4 5.405 2.233 2.534
H5 5.897 1.735 0.790
H6 4.051 -0.115 0.894
H7 3.328 0.607 2.397
H8 3.779 2.392 -0.261
H9 2.477 1.125 -0.249
H10 1.341 4.190 0.539
H11 1.788 3.002 2.689
H12 -0.496 2.885 0.916
H13 0.338 1.527 0.035
H14 -0.825 1.776 2.916
H15 0.860 0.995 2.956
H16 -1.006 -0.774 2.780
H17 -1.782 0.178 1.408
H18 2.690 -2.965 0.521
H19 2.677 -1.294 -0.386
H20 1.332 -2.496 -0.684
C10 -1.912 -3.944 -1.153
O3 -2.716 -5.113 -1.198
C11 -2.623 -5.786 -2.451
C12 -1.738 -7.021 -2.350
O4 -0.374 -6.663 -2.138
C13 0.031 -6.852 -0.790
H21 -1.894 -3.573 -0.126
H22 -0.886 -4.144 -1.469
H23 -2.353 -3.172 -1.793
H24 -2.263 -5.110 -3.234
H25 -3.637 -6.101 -2.718
H26 -1.780 -7.561 -3.300
H27 -2.094 -7.694 -1.563
H28 0.097 -7.921 -0.566
H29 -0.658 -6.369 -0.091
H30 1.020 -6.407 -0.666
C14 -5.147 5.343 -1.791
O5 -3.981 4.976 -2.514
C15 -2.785 5.399 -1.864
C16 -2.095 4.233 -1.168
O6 -2.854 3.773 -0.053
C17 -3.549 2.567 -0.334
H31 -6.003 4.845 -2.250
H32 -5.086 5.036 -0.744
H33 -5.300 6.425 -1.853
H34 -2.988 6.211 -1.158
H35 -2.121 5.786 -2.643
H36 -1.133 4.579 -0.775
H37 -1.897 3.418 -1.872
H38 -2.840 1.737 -0.413
H39 -4.134 2.644 -1.254
H40 -4.231 2.366 0.495

Force components x, y, z for each atom (eV/Å):
-0.8297 -0.2165 -0.3200
0.3650 -0.9379 0.3872
1.0521 -0.0678 -0.3901
0.8562 -0.4764 -0.8330
-2.2077 -1.7687 -1.0444
0.9634 0.9002 0.3271
-1.8132 -0.2778 0.5676
-0.4609 -0.5082 -0.5742
-0.8916 1.9791 0.7078
2.2754 -0.8488 1.4739
1.4662 -1.0495 1.3194
-2.0358 1.1023 -0.5132
-1.7217 0.5330 -3.0854
-0.7406 -0.4820 -1.2639
1.2323 0.9254 -0.1449
-0.8609 0.7352 1.2554
-0.1825 -0.8261 -1.2682
-0.9308 -0.0345 1.3063
-0.2996 1.3734 0.7457
0.7205 0.5636 -1.2566
-0.8252 -0.8182 1.2102
0.3287 1.2086 1.1508
0.7763 -0.5041 0.4185
0.4505 0.3574 -0.6014
1.2126 -0.9617 0.0369
0.1558 0.6639 1.3705
1.2715 -0.7550 -0.7788
-1.1474 0.1867 -0.8668
0.5613 0.4067 -1.2647
1.4828 -0.7511 0.4218
-0.7979 1.2705 -0.2543
-0.6748 -1.2602 0.7809
1.1695 0.3183 0.9454
-0.1780 0.0170 0.0924
0.3315 0.0966 -0.1783
-0.2381 -0.3380 0.4292
0.2332 0.3250 -0.4315
-0.2029 -0.0272 0.3177
0.0927 0.0544 -0.1287
-0.0966 -0.0986 -0.0481
-0.0087 -0.0154 -0.0543
0.1377 0.0771 -0.0197
0.0802 -0.0537 0.0501
0.0352 -0.0144 -0.0451
-0.0541 -0.0077 0.0135
-0.0155 0.1128 0.0209
-0.0200 -0.0014 0.1186
-0.0220 -0.0488 -0.0051
-0.0542 -0.0430 -0.1137
-0.0233 -0.0427 -0.1881
-0.0287 0.0820 0.3819
0.0782 -0.3908 -0.4290
-0.0997 0.4127 0.3875
-0.0545 -0.1813 -0.2942
-0.0102 0.0771 0.1648
0.1218 0.0201 -0.0493
0.0244 0.0465 0.0114
-0.0449 -0.0002 0.1136
0.0001 -0.1011 0.0460
0.0327 0.0082 0.0575
0.0289 0.0222 -0.0639
-0.0881 0.0527 -0.0163
-0.0336 -0.0810 -0.0916
0.0548 -0.0204 -0.0149
0.1022 0.0812 0.0006



- Look up the total energy of the first one.
  -73233.0179 eV